[1]
Density functional theory data (the ωB97M-V functional and the def2-TZVPD basis) for a 6-piece molecular cluster, C6H19O7 overall in a non-equilibrium geometry.

The value obtained for the total energy is -20864.3983 eV. The calculation puts the energy relative to the best compared isomer or geometry (same formula, charge and spin) at 0.800 eV. Its total charge is -1. The LUMO energy is 3.088 eV. The HOMO energy is -0.2043 Ha.

Geometry (Å):
O1 -0.36129 -0.09733 -1.93468
C1 -1.03331 0.98461 -1.83396
O2 -1.86065 1.41349 -2.65072
C2 -0.73487 1.87179 -0.62047
C3 -1.97400 2.11081 0.24796
C4 -1.76193 1.89826 1.75147
C5 -1.03389 0.84574 2.07856
C6 -0.41503 0.69028 3.45200
H1 -0.45996 2.81709 -1.09709
H2 0.15072 1.50955 -0.11007
H3 -2.43454 3.10367 0.15762
H4 -2.79379 1.50718 -0.16241
H5 -1.99589 2.76568 2.35752
H6 -0.91452 -0.10415 1.56682
H7 -0.81606 1.44748 4.13501
H8 0.66906 0.88407 3.37551
H9 -0.45572 -0.26853 3.97833
H10 4.10632 -1.03690 -0.50735
H11 3.37171 -1.60693 0.66240
O3 4.20966 -1.70717 0.17525
H12 1.95549 -2.93701 -0.79272
H13 1.35307 -2.71875 -2.26134
O4 1.79217 -3.31855 -1.65446
H14 -0.41314 -2.57503 -0.64281
H15 -0.85656 -1.17273 -0.67664
O5 -0.70271 -1.90188 -0.01315
H16 -1.08287 -0.59789 -3.89554
H17 0.40941 -0.84019 -3.73841
O6 -0.33118 -1.02770 -4.31264
H18 1.21633 -0.35016 1.67883
H19 1.34444 -0.99921 0.28565
O7 1.85355 -0.58961 1.00153

In the Mulliken picture, each atom carries the following charge in e:
1. O -0.835
2. C 0.494
3. O -0.722
4. C -0.541
5. C -0.667
6. C -0.411
7. C 0.045
8. C -1.602
9. H 0.292
10. H 0.397
11. H 0.356
12. H 0.347
13. H 0.268
14. H 0.677
15. H 0.399
16. H 0.297
17. H 0.322
18. H 0.309
19. H 0.351
20. O -0.631
21. H 0.304
22. H 0.330
23. O -0.656
24. H 0.274
25. H 0.387
26. O -0.688
27. H 0.349
28. H 0.320
29. O -0.668
30. H 0.233
31. H 0.381
32. O -0.713

[2]
Density functional theory data (the ωB97M-V functional and the def2-TZVPD basis) for C6H20Ag2CsO19P3 as an isolated structure in a non-equilibrium geometry.

The value obtained for the total energy is -81860.3621 eV. Its total charge is -4. The expectation value of S² is 2.018. The LUMO energy (alpha / beta) is 6.453 / 6.456 eV. The HOMO energy (alpha / beta) is 0.1385 / 0.1456 Ha. As for the spin multiplicity: 3.

Geometry (Å):
Ag1 0.61477 0.50142 3.03197
Ag2 1.36140 3.01678 1.07574
Cs1 1.50134 2.47037 -2.75113
P1 1.02111 5.28145 -0.41463
O1 1.42172 6.74785 -0.13937
O2 0.09874 4.73442 0.76772
O3 2.26166 4.27649 -0.40884
O4 0.26478 5.04655 -1.74798
P2 0.31250 0.58090 0.16196
O5 1.67688 1.34487 -0.14356
O6 -0.51160 0.30336 -1.13640
O7 -0.29859 1.48744 1.28758
O8 0.58208 -0.62300 1.15263
P3 2.73460 2.33905 3.62740
O9 3.30527 2.64082 2.23136
O10 2.71336 0.77249 3.65340
O11 1.21137 2.62509 3.31467
O12 3.44015 3.03552 4.79264
O13 -2.14266 2.82953 2.41261
H1 -1.98674 2.48464 3.29453
H2 -1.56716 2.24363 1.81070
C1 1.43733 -3.88234 1.13223
C2 1.13866 -4.27655 2.58127
O14 -0.00600 -3.76216 3.17435
O15 2.12275 -2.66755 1.03806
H3 0.46597 -3.80115 0.62121
H4 1.99114 -4.63290 0.55653
H5 2.01159 -4.02149 3.20183
H6 1.18735 -5.37086 2.69430
H7 0.10996 -2.83692 3.41946
H8 1.45871 -1.89790 1.10795
C3 0.67767 -2.73863 -2.29013
C4 1.53677 -1.49234 -2.65280
O16 0.82913 -0.41859 -3.26313
O17 -0.59287 -2.40490 -1.68886
H9 1.27236 -3.49448 -1.77193
H10 0.37338 -3.21617 -3.23185
H11 2.39954 -1.71217 -3.28540
H12 1.95601 -1.11540 -1.71164
H13 0.14839 -0.14704 -2.61765
H14 -0.44354 -1.50009 -1.32866
C5 -3.98695 0.02729 -1.30679
C6 -4.29665 0.36732 -2.77123
O18 -3.26264 0.03925 -3.73844
O19 -3.08237 0.99550 -0.80441
H15 -3.64376 -1.01362 -1.28264
H16 -4.85615 0.02856 -0.64487
H17 -4.59700 1.38296 -3.00511
H18 -5.02526 -0.38631 -3.11373
H19 -3.17355 -0.90624 -3.86525
H20 -2.16496 0.71524 -1.02570

In the Mulliken picture, each atom carries the following charge in e:
1. Ag 0.389
2. Ag 1.297
3. Cs 1.173
4. P 1.006
5. O -0.900
6. O -0.641
7. O -0.819
8. O -0.923
9. P 1.650
10. O -1.204
11. O -0.752
12. O -0.888
13. O -0.994
14. P 1.017
15. O -0.575
16. O -0.795
17. O -0.870
18. O -0.853
19. O -0.724
20. H 0.216
21. H 0.408
22. C -0.156
23. C -0.621
24. O -0.581
25. O -0.516
26. H 0.121
27. H 0.371
28. H 0.281
29. H 0.366
30. H 0.313
31. H 0.381
32. C -0.300
33. C -0.595
34. O -0.616
35. O -0.589
36. H 0.141
37. H 0.343
38. H 0.381
39. H 0.270
40. H 0.335
41. H 0.397
42. C -0.358
43. C -0.462
44. O -0.507
45. O -0.393
46. H 0.232
47. H 0.336
48. H 0.251
49. H 0.328
50. H 0.276
51. H 0.350

[3]
Density functional theory data (the ωB97M-V functional and the def2-TZVPD basis) for C6H20AgBO4S2 as an isolated structure in a non-equilibrium geometry.

The value obtained for the total energy is -41073.9459 eV. The calculation puts the energy relative to the best compared isomer or geometry (same formula, charge and spin) at 0.000 eV. Its total charge is -2. The LUMO energy is 3.802 eV. The HOMO energy is 0.0662 Ha.

Geometry (Å):
Ag1 -14.47566 -6.77089 -11.56507
O1 -12.05802 -6.75232 -12.06385
C1 -11.70823 -8.08962 -12.16689
C2 -12.44678 -9.00961 -13.18722
O2 -12.78927 -8.50586 -14.36569
H1 -11.81266 -8.59120 -11.16851
H2 -10.63312 -8.08507 -12.47171
H3 -13.40452 -9.35275 -12.66356
H4 -11.76395 -9.91689 -13.24834
B1 -16.40716 -6.65728 -13.61871
H5 -16.76087 -5.60759 -14.11135
H6 -15.19722 -6.66258 -13.64884
H7 -16.74472 -6.73143 -12.44484
H8 -16.86309 -7.57166 -14.25638
C3 -14.13643 -4.21762 -7.42936
S1 -12.92625 -4.20193 -8.78275
O3 -13.54592 -4.84486 -9.94571
C4 -11.85364 -5.45874 -8.07880
H9 -14.70026 -5.15095 -7.48273
H10 -14.79666 -3.35834 -7.52131
H11 -13.65251 -4.20861 -6.44915
H12 -11.27670 -4.98312 -7.26991
H13 -11.14618 -5.91514 -8.76503
H14 -12.40113 -6.23015 -7.53102
C5 -17.62334 -6.80754 -7.91949
S2 -17.59438 -7.26156 -9.66977
O4 -16.19084 -7.46018 -10.07690
C6 -18.08091 -8.96314 -9.32645
H15 -17.32739 -5.78034 -7.69495
H16 -16.91729 -7.41423 -7.34943
H17 -18.65909 -6.92008 -7.59171
H18 -17.37110 -9.47424 -8.67879
H19 -17.96967 -9.45672 -10.29591
H20 -19.12884 -9.06718 -9.04043

In the Mulliken picture, each atom carries the following charge in e:
1. Ag -0.011
2. O -0.719
3. C -0.761
4. C -0.184
5. O -0.838
6. H 0.199
7. H 0.369
8. H -0.115
9. H 0.351
10. B 0.567
11. H -0.271
12. H -0.135
13. H -0.395
14. H -0.262
15. C -0.785
16. S 0.365
17. O -0.332
18. C -0.968
19. H 0.079
20. H 0.320
21. H 0.380
22. H 0.383
23. H 0.314
24. H 0.294
25. C -0.995
26. S 0.457
27. O -0.266
28. C -1.071
29. H 0.305
30. H 0.279
31. H 0.394
32. H 0.321
33. H 0.340
34. H 0.394

[4]
Density functional theory data (the ωB97M-V functional and the def2-TZVPD basis) for a 4-piece molecular cluster, C6H20BBr2O3 overall.

The value obtained for the total energy is -153449.7347 eV. Its total charge is -1. The LUMO energy is 2.943 eV. The HOMO energy is -0.1873 Ha.

Geometry (Å):
B1 0.38546 -0.30820 -0.74759
C1 0.14726 -1.46420 0.43544
Br1 1.45129 -2.98015 0.32539
C2 0.15910 -0.84815 1.82565
C3 1.45158 -0.87802 2.61499
Br2 -1.29140 -1.60553 2.98461
H1 0.58886 0.78045 -0.22192
H2 1.34195 -0.60042 -1.45318
H3 -0.64063 -0.24465 -1.41109
H4 -0.78571 -1.99888 0.29345
H5 -0.14496 0.18562 1.70309
H6 1.44571 -0.08924 3.36812
H7 1.59805 -1.83396 3.11113
H8 2.27969 -0.69260 1.93167
C4 -1.99029 -4.87258 0.32107
O1 -2.31852 -4.60348 1.67489
H9 -2.38889 -5.85826 0.07953
H10 -2.43824 -4.14144 -0.35974
H11 -0.90879 -4.87972 0.15928
H12 -1.95635 -3.73051 1.88403
C5 -1.24749 3.27564 -3.50535
O2 -0.92419 1.96572 -3.09521
H13 -1.50168 3.83257 -2.60482
H14 -0.40592 3.78059 -3.99530
H15 -2.11070 3.30460 -4.18167
H16 -0.68427 1.44038 -3.86223
C6 1.58659 4.00045 0.68617
O3 2.42057 2.98971 0.16025
H17 1.12168 3.59037 1.58033
H18 2.14672 4.90142 0.96520
H19 0.79175 4.27789 -0.01356
H20 2.82176 3.30460 -0.65262

In the Mulliken picture, each atom carries the following charge in e:
1. B 0.437
2. C -0.320
3. Br -0.296
4. C 0.090
5. C -1.427
6. Br -0.307
7. H -0.288
8. H -0.246
9. H -0.247
10. H 0.198
11. H 0.330
12. H 0.426
13. H 0.404
14. H 0.359
15. C -0.480
16. O -0.490
17. H 0.263
18. H 0.235
19. H 0.167
20. H 0.249
21. C -0.592
22. O -0.425
23. H 0.197
24. H 0.249
25. H 0.273
26. H 0.258
27. C -0.480
28. O -0.464
29. H 0.194
30. H 0.302
31. H 0.169
32. H 0.262